89
Properties=species:S:1:pos:R:3:mulliken_charge:R:1 method="wB97M-V/def2-TZVPD" e_tot_ha=-6581.8120 largest_force_ev_per_a=1.76 lumo_energy_ev="-3.9 / -3.6" charge=+1 multiplicity=2 homo_energy_ev="-10.1 / -10.0"
Cr 0.434 0.035 -0.296 0.50
Br 1.579 -0.899 6.992 -0.17
C 1.006 -0.486 5.232 -0.41
C -0.154 0.278 5.034 -0.86
C -0.565 0.579 3.762 -0.29
C 0.159 0.146 2.632 0.04
O -0.249 0.479 1.454 0.62
C 1.331 -0.639 2.841 0.30
C 2.151 -1.124 1.790 0.17
N 1.958 -0.958 0.508 1.26
C 2.863 -1.489 -0.434 0.17
C 4.083 -2.070 -0.169 -0.75
C 4.866 -2.601 -1.205 -1.06
C 4.423 -2.584 -2.498 -0.84
C 3.185 -1.985 -2.812 1.16
C 2.660 -1.947 -4.121 -0.97
C 1.455 -1.340 -4.325 -1.66
C 0.794 -0.738 -3.247 -0.62
N 1.240 -0.737 -2.004 0.71
C 2.422 -1.400 -1.777 -0.49
C 1.727 -0.939 4.165 -1.28
H -0.715 0.634 5.887 0.49
H -1.453 1.175 3.589 0.38
H 3.004 -1.710 2.122 0.15
H 4.462 -2.123 0.842 0.43
H 5.828 -3.032 -0.967 0.43
H 5.011 -3.023 -3.294 0.46
H 3.212 -2.394 -4.937 0.46
H 1.003 -1.301 -5.306 0.51
H -0.134 -0.224 -3.433 0.80
H 2.612 -1.541 4.334 0.57
Te -0.497 2.384 -3.038 0.45
C -1.592 4.227 -2.994 0.31
C -1.004 5.364 -3.529 -0.36
C -1.767 6.522 -3.622 -0.50
N -3.029 6.598 -3.216 -0.60
C -3.579 5.510 -2.690 -0.58
C -2.908 4.301 -2.560 -0.07
C -0.672 1.855 -0.967 -0.64
P 0.794 2.311 -0.077 0.93
C 0.746 3.103 1.562 0.72
C 1.802 2.817 2.426 -0.15
C 1.890 3.454 3.653 -0.69
C 0.924 4.377 4.024 -0.74
C -0.115 4.680 3.156 -1.04
C -0.201 4.052 1.923 0.19
C 1.685 3.634 -0.955 0.67
C 1.102 4.887 -1.137 -0.36
C 1.852 5.927 -1.656 -0.95
C 3.187 5.725 -1.987 -0.73
C 3.770 4.482 -1.804 -0.70
C 3.020 3.435 -1.285 -0.69
P -2.342 1.133 -0.782 -0.46
C -1.912 -0.691 -0.918 0.43
C -2.114 -1.195 -2.210 -0.44
C -1.813 -2.509 -2.529 -0.61
C -1.303 -3.363 -1.560 -0.83
C -1.150 -2.905 -0.262 -1.18
C -1.460 -1.587 0.070 0.44
C -2.976 1.408 0.902 0.71
C -3.172 2.744 1.254 -0.35
C -3.779 3.079 2.452 -0.52
C -4.229 2.080 3.305 -0.71
C -4.097 0.750 2.935 -0.75
C -3.490 0.414 1.733 -0.34
H 0.024 5.355 -3.868 0.48
H -1.346 7.427 -4.045 0.39
H -4.614 5.600 -2.378 0.38
H -3.414 3.439 -2.146 0.62
H 2.560 2.103 2.125 0.37
H 2.711 3.222 4.320 0.50
H 0.983 4.873 4.984 0.41
H -0.858 5.415 3.438 0.48
H -0.998 4.302 1.238 0.45
H 0.064 5.046 -0.871 0.59
H 1.395 6.899 -1.790 0.50
H 3.774 6.546 -2.379 0.41
H 4.811 4.325 -2.057 0.46
H 3.469 2.460 -1.130 0.36
H -2.540 -0.541 -2.962 0.43
H -1.985 -2.878 -3.532 0.51
H -1.075 -4.391 -1.808 0.43
H -0.820 -3.582 0.517 0.51
H -1.483 -1.306 1.111 0.19
H -2.866 3.527 0.568 0.51
H -3.917 4.119 2.719 0.46
H -4.701 2.341 4.243 0.41
H -4.469 -0.031 3.586 0.44
H -3.446 -0.625 1.436 0.62



88
Properties=species:S:1:pos:R:3:mulliken_charge:R:1 method="wB97M-V/def2-TZVPD" e_tot_ha=-2965.3099 largest_force_ev_per_a=1.47 lumo_energy_ev="-6.2 / -8.7" charge=+2 multiplicity=3 homo_energy_ev="-13.5 / -13.5"
Au 1.087 -2.195 -1.370 0.30
C -2.188 -6.965 0.136 -0.57
C -0.902 -7.480 0.279 -0.62
C 0.196 -6.719 -0.059 -0.28
C -0.002 -5.424 -0.541 -0.06
C -1.278 -4.907 -0.700 0.19
C -2.376 -5.681 -0.357 -0.70
N 1.112 -4.604 -0.878 0.53
N 2.241 -5.010 -0.851 -0.42
C 3.283 -4.138 -1.173 0.33
C 4.573 -4.644 -1.213 -0.53
C 5.624 -3.809 -1.559 -0.57
C 5.374 -2.477 -1.860 -0.71
C 4.073 -1.967 -1.807 -0.28
C 3.025 -2.789 -1.465 0.04
H -3.045 -7.575 0.400 0.42
H -0.759 -8.486 0.656 0.40
H 1.205 -7.106 0.034 0.46
H -1.413 -3.922 -1.128 0.43
H -3.375 -5.280 -0.493 0.44
H 4.732 -5.692 -0.981 0.48
H 6.633 -4.198 -1.599 0.40
H 6.192 -1.824 -2.147 0.44
H 3.894 -0.922 -2.053 0.50
C 4.037 6.713 -1.572 -1.51
C 3.432 5.330 -1.542 0.79
C 2.129 5.110 -1.985 -1.06
C 1.577 3.837 -1.997 -0.41
C 2.344 2.776 -1.549 0.53
C 3.652 2.955 -1.124 -0.32
C 4.183 4.236 -1.113 -0.89
S 1.653 1.140 -1.576 0.82
O 0.456 1.190 -2.484 -0.64
C 1.003 1.128 0.103 1.97
C 1.921 0.816 1.131 -1.54
C 1.514 0.847 2.431 -1.16
C 0.164 1.143 2.763 0.96
C -0.277 1.116 4.109 -0.89
C -1.591 1.315 4.416 -0.82
C -2.528 1.549 3.385 -1.00
C -2.129 1.608 2.081 -0.81
C -0.765 1.424 1.732 0.83
C -0.308 1.429 0.368 -0.33
C -1.291 1.715 -0.707 -0.17
C -1.808 3.017 -0.902 0.88
C -1.285 4.116 -0.210 -0.55
C -1.770 5.402 -0.451 -0.86
C -2.781 5.606 -1.378 -0.78
C -3.313 4.522 -2.079 -0.76
C -2.833 3.224 -1.856 0.59
C -3.335 2.132 -2.591 -1.15
C -2.812 0.841 -2.421 -0.51
C -1.828 0.652 -1.492 -0.07
S -1.215 -1.038 -1.329 1.24
O -1.953 -1.833 -2.346 -0.74
C -1.844 -1.378 0.294 1.34
C -0.954 -1.636 1.328 0.02
C -1.454 -1.998 2.571 -1.07
C -2.828 -2.117 2.782 0.88
C -3.364 -2.587 4.109 -1.75
C -3.698 -1.845 1.720 -1.08
C -3.218 -1.478 0.476 -0.89
H 3.271 7.488 -1.531 0.38
H 4.601 6.855 -2.498 0.32
H 4.731 6.860 -0.745 0.39
H 1.540 5.950 -2.341 0.42
H 0.572 3.659 -2.371 0.70
H 4.260 2.109 -0.813 0.37
H 5.205 4.389 -0.782 0.43
H 2.949 0.570 0.876 0.47
H 2.217 0.635 3.231 0.44
H 0.450 0.926 4.891 0.49
H -1.920 1.292 5.448 0.47
H -3.575 1.685 3.633 0.48
H -2.869 1.786 1.308 0.52
H -0.490 3.963 0.512 0.68
H -1.354 6.245 0.086 0.52
H -3.155 6.607 -1.560 0.45
H -4.099 4.675 -2.811 0.51
H -4.134 2.301 -3.306 0.48
H -3.156 -0.007 -3.005 0.77
H 0.119 -1.548 1.170 0.37
H -0.767 -2.207 3.385 0.40
H -2.672 -2.369 4.921 0.40
H -3.512 -3.670 4.081 0.33
H -4.329 -2.133 4.335 0.43
H -4.770 -1.933 1.873 0.48
H -3.901 -1.293 -0.351 0.56



94
Properties=species:S:1:pos:R:3:mulliken_charge:R:1 method="wB97M-V/def2-TZVPD" e_tot_ha=-8884.1118 largest_force_ev_per_a=0.84 lumo_energy_ev="2.2 / 2.2" charge=-1 multiplicity=4 homo_energy_ev="-2.1 / -2.1"
Er -0.299 -0.842 0.754 -0.31
O 2.087 -2.888 3.706 -0.67
C 1.755 -2.092 2.645 -0.15
O 0.503 -1.767 2.544 -0.20
C 2.735 -1.717 1.789 0.39
C 4.109 -2.157 1.793 -1.53
C 4.820 -2.110 0.636 -0.93
C 4.238 -1.662 -0.583 -0.48
C 2.946 -1.115 -0.595 -0.23
N 2.328 -0.799 0.706 2.30
C 2.274 -0.686 -1.692 0.20
O 2.902 -0.558 -2.901 -0.83
O 1.094 0.097 -1.556 1.02
H 1.255 -3.042 4.169 0.32
H 4.501 -2.607 2.695 0.41
H 5.842 -2.471 0.619 0.37
H 4.762 -1.803 -1.520 0.28
H 3.835 -0.346 -2.717 0.40
O -1.903 -0.753 -1.426 1.48
C -3.168 -0.441 -2.008 -0.98
C -3.658 0.933 -1.590 -0.54
C -3.558 1.198 -0.071 -0.06
C -2.428 2.146 0.199 0.13
C -2.678 3.513 0.259 -1.10
C -1.625 4.409 0.342 -0.95
C -0.338 3.895 0.370 -0.46
C -0.179 2.526 0.346 -0.92
N -1.188 1.644 0.270 1.56
H -1.706 -1.657 -1.710 -1.01
H -3.897 -1.203 -1.715 0.47
H -3.077 -0.465 -3.100 0.37
H -4.695 1.020 -1.918 0.40
H -3.084 1.690 -2.130 0.16
H -3.388 0.267 0.466 -0.93
H -4.488 1.634 0.294 0.85
H -3.698 3.871 0.225 0.53
H -1.803 5.476 0.367 0.42
H 0.531 4.538 0.411 0.54
H 0.819 2.104 0.387 0.29
Br 0.082 1.074 3.180 0.07
C -1.355 0.285 4.203 0.55
C -1.368 0.636 5.523 -0.82
C -2.376 0.140 6.366 -0.64
C -3.333 -0.686 5.851 -0.94
C -3.316 -1.065 4.489 1.19
C -4.291 -1.962 3.995 -0.93
C -4.250 -2.369 2.694 -1.31
C -3.251 -1.868 1.836 0.37
C -2.270 -0.968 2.216 0.14
C -2.305 -0.582 3.599 0.08
H -0.605 1.293 5.918 0.44
H -2.375 0.409 7.415 0.39
H -4.121 -1.081 6.483 0.35
H -5.047 -2.330 4.680 0.31
H -4.979 -3.082 2.325 0.45
H -3.272 -2.220 0.803 0.36
Br -2.095 1.277 -6.558 -0.24
C -1.088 0.892 -4.987 -0.27
C -0.934 1.873 -4.024 -0.59
C -0.183 1.602 -2.893 -0.52
C 0.399 0.350 -2.717 0.49
C 0.236 -0.625 -3.699 -0.07
C -0.505 -0.355 -4.834 -0.76
H -1.384 2.848 -4.157 0.45
H -0.043 2.365 -2.147 0.25
H 0.678 -1.601 -3.558 0.26
H -0.621 -1.114 -5.596 0.52
C 2.658 0.512 0.947 -0.44
C 3.011 1.664 0.972 -0.08
C 3.381 3.035 0.864 -0.07
C 3.583 3.571 -0.415 -0.05
C 3.991 4.885 -0.569 -0.68
C 4.198 5.689 0.544 -0.39
C 3.973 5.173 1.812 -0.67
C 3.563 3.859 1.978 -0.50
H 3.409 2.947 -1.282 0.48
H 4.152 5.281 -1.564 0.40
H 4.523 6.715 0.422 0.39
H 4.122 5.801 2.682 0.39
H 3.372 3.467 2.968 0.48
Cl -2.578 -3.987 -2.005 -0.22
C -0.900 -3.845 -2.537 0.93
C -0.647 -4.105 -3.874 -0.86
C 0.657 -4.102 -4.337 -0.55
C 1.687 -3.882 -3.423 -0.63
C 1.414 -3.631 -2.096 -0.45
C 0.096 -3.551 -1.585 0.63
C -0.150 -3.211 -0.193 -2.19
H -1.468 -4.334 -4.542 0.44
H 0.868 -4.281 -5.383 0.36
H 2.717 -3.908 -3.757 0.35
H 2.232 -3.475 -1.401 0.50
H 0.696 -3.526 0.425 0.54
H -1.068 -3.674 0.182 0.70



99
Properties=species:S:1:pos:R:3:mulliken_charge:R:1 method="wB97M-V/def2-TZVPD" e_tot_ha=-3437.7683 largest_force_ev_per_a=0.78 lumo_energy_ev=-2.9 charge=+1 homo_energy_ev=-11.7
Ir -0.331 0.262 0.537 2.80
N -2.201 -1.381 2.023 0.39
P -1.678 0.168 2.353 0.29
C -3.085 1.216 2.764 1.23
C -4.334 0.631 2.960 -0.86
C -5.424 1.419 3.300 -0.85
C -5.274 2.791 3.438 -0.80
C -4.033 3.380 3.237 -1.03
C -2.941 2.598 2.902 -0.25
C -0.684 0.076 3.867 1.11
C -0.549 1.145 4.748 -0.88
C 0.245 1.021 5.879 -0.81
C 0.901 -0.173 6.143 -0.61
C 0.768 -1.243 5.270 -0.95
C -0.014 -1.119 4.133 -0.28
P -1.541 -1.653 0.416 0.69
C -0.807 -3.284 0.476 0.39
C -1.524 -4.339 1.037 -0.70
C -0.933 -5.586 1.160 -0.91
C 0.371 -5.780 0.722 -0.65
C 1.081 -4.733 0.151 -0.78
C 0.493 -3.484 0.024 -0.21
C -3.136 -1.738 -0.456 0.91
C -3.418 -2.800 -1.312 -0.86
C -4.643 -2.863 -1.959 -0.83
C -5.578 -1.852 -1.781 -0.65
C -5.288 -0.780 -0.949 -1.10
C -4.074 -0.727 -0.279 -0.23
H -2.492 -2.060 2.713 0.38
H -4.458 -0.437 2.829 0.43
H -6.392 0.959 3.453 0.46
H -6.126 3.405 3.698 0.42
H -3.918 4.452 3.330 0.48
H -1.978 3.073 2.756 0.52
H -1.073 2.076 4.578 0.31
H 0.340 1.856 6.560 0.45
H 1.508 -0.271 7.034 0.41
H 1.275 -2.178 5.471 0.47
H -0.089 -1.953 3.446 0.33
H -2.548 -4.194 1.365 0.43
H -1.490 -6.408 1.590 0.43
H 0.831 -6.755 0.818 0.42
H 2.091 -4.892 -0.204 0.48
H 1.023 -2.671 -0.452 0.26
H -2.678 -3.572 -1.481 0.47
H -4.861 -3.698 -2.612 0.46
H -6.530 -1.898 -2.293 0.42
H -6.007 0.018 -0.817 0.51
H -3.864 0.116 0.367 0.44
O -0.902 -1.377 -1.752 -0.86
C -1.249 -0.216 -2.041 0.81
O -1.359 0.736 -1.165 -1.20
C -1.603 0.134 -3.442 0.07
C -1.936 1.441 -3.783 -0.32
C -2.268 1.752 -5.090 -0.57
C -2.257 0.736 -6.027 -0.20
C -1.929 -0.570 -5.715 -0.67
C -1.597 -0.868 -4.405 -0.29
N -2.614 1.063 -7.428 1.02
O -2.624 0.152 -8.230 -0.60
O -2.891 2.218 -7.680 -0.61
H -1.931 2.208 -3.022 0.62
H -2.529 2.754 -5.393 0.53
H -1.934 -1.323 -6.489 0.52
H -1.326 -1.874 -4.117 0.50
O -4.779 5.374 0.238 -0.46
C -3.792 6.016 -0.551 -0.62
N -2.622 5.184 -0.527 -0.03
C -1.424 5.619 -0.052 0.33
O -1.211 6.749 0.331 -0.64
C -0.330 4.587 -0.008 0.50
C 0.981 4.988 -0.237 -0.63
C 1.983 4.040 -0.179 -1.06
C 1.655 2.733 0.134 -0.25
N 0.405 2.346 0.395 0.05
C -0.570 3.264 0.307 -0.56
H -5.602 5.869 0.163 0.28
H -3.503 6.985 -0.145 0.40
H -4.142 6.138 -1.579 0.39
H -2.714 4.240 -0.866 0.09
H 1.188 6.028 -0.452 0.55
H 3.015 4.297 -0.370 0.50
H 2.423 1.976 0.195 0.42
H -1.575 2.909 0.496 0.56
O 1.360 -0.236 1.728 -0.54
C 2.085 -0.460 0.713 0.07
N 1.517 -0.292 -0.476 1.24
C 2.473 -0.532 -1.482 -0.50
O 2.298 -0.432 -2.663 -0.64
C 3.743 -0.921 -0.760 0.23
C 4.978 -1.276 -1.252 -0.81
C 5.971 -1.581 -0.320 -0.51
C 5.722 -1.528 1.048 -0.66
C 4.469 -1.167 1.540 -0.61
C 3.497 -0.868 0.609 0.63
H 5.165 -1.315 -2.317 0.54
H 6.956 -1.864 -0.666 0.42
H 6.517 -1.771 1.740 0.45
H 4.269 -1.123 2.602 0.56